# C72H167N7O21

A cluster of 14 separate species, C72H167N7O21 in total (ωB97M-V/def2-TZVPD, the OMol25 dataset).

Atoms and positions in Å:
C  8.46510  1.41067  2.92557
C  7.09762  1.13183  2.21343
C  6.61029  -0.35554  2.33887
C  6.17743  -0.58242  3.78605
C  5.02346  0.33083  4.28656
C  5.41484  1.84373  4.11982
N  5.96655  1.99569  2.67494
O  6.39633  3.33679  2.55792
C  4.28357  2.81144  4.37893
C  6.56640  2.16633  5.24613
C  7.27163  1.44808  0.68363
H  9.24024  1.19886  2.18433
H  8.68704  0.59287  3.61187
H  8.60072  2.39404  3.29123
H  5.77668  -0.53422  1.63844
H  7.49586  -0.97789  2.09244
H  7.14417  -0.51509  4.47135
H  5.87289  -1.62292  3.98388
H  4.70927  0.22010  5.37542
H  4.09733  0.22311  3.67072
H  4.63955  3.83042  4.33795
H  3.35456  2.67433  3.88393
H  4.07740  2.63900  5.46766
H  6.22757  1.86384  6.18015
H  7.56333  1.72920  5.07869
H  6.68163  3.30069  5.29797
H  7.66534  2.42531  0.53100
H  6.35108  1.32240  0.11616
H  7.95785  0.77816  0.18313
H  5.68166  3.77250  2.06349
C  -0.17943  6.60587  5.02618
C  -1.37981  6.16023  4.13600
C  -2.19006  7.43461  3.66544
C  -1.53801  8.17678  2.59945
C  -1.20512  7.17780  1.46284
C  -0.29576  5.94749  1.91260
N  -1.01341  5.29270  3.01637
O  -0.28680  4.13160  3.43962
C  -0.31015  4.98994  0.76817
C  1.09349  6.38257  2.25463
C  -2.38546  5.43021  5.07966
H  0.43273  5.74044  5.22287
H  -0.50724  7.07329  5.95817
H  0.43828  7.34404  4.61744
H  -3.19276  7.12666  3.37507
H  -2.33126  8.14222  4.55723
H  -0.53748  8.59799  2.95168
H  -2.08808  9.03510  2.15717
H  -0.79837  7.67956  0.60204
H  -2.09146  6.64786  1.09982
H  -1.31498  4.52811  0.60644
H  -0.01288  5.47964  -0.19094
H  0.38170  4.12201  0.86433
H  1.11714  7.24416  2.88122
H  1.61192  5.58490  2.74794
H  1.60482  6.66369  1.32514
H  -2.57208  6.15771  5.92819
H  -1.96850  4.42306  5.43144
H  -3.24016  5.18362  4.49055
H  -0.77557  3.36481  3.13007
C  0.04325  4.17374  -6.42747
C  0.07900  4.76276  -4.99914
C  -0.36724  6.25639  -5.11633
C  -1.85241  6.47484  -5.21178
C  -2.52917  5.80440  -4.00895
C  -2.27027  4.28020  -4.02107
N  -0.76210  4.08986  -4.04779
O  -0.47743  2.75462  -3.83632
C  -2.82004  3.65739  -2.66532
C  -3.13227  3.69808  -5.16727
C  1.53612  4.68873  -4.41847
H  -0.77636  4.44703  -7.11038
H  0.10697  3.05526  -6.38147
H  0.92746  4.49470  -6.96614
H  0.07324  6.81625  -4.29509
H  0.12009  6.66038  -5.98168
H  -2.41590  6.03087  -6.04679
H  -2.01516  7.58405  -5.26899
H  -3.59985  5.96564  -3.94380
H  -2.14592  6.25173  -3.05098
H  -3.81771  3.99537  -2.57437
H  -2.77118  2.50521  -2.65715
H  -2.22149  4.04980  -1.84696
H  -3.24506  4.12595  -6.14286
H  -2.70399  2.67810  -5.24041
H  -4.17421  3.59261  -4.77255
H  2.28315  5.02076  -5.07880
H  1.77086  3.68569  -4.00976
H  1.51710  5.39689  -3.55082
H  -0.38980  2.24915  -4.65109
C  -6.50108  -1.30198  0.52876
C  -6.64683  -2.23946  -0.68318
C  -8.11297  -2.36753  -1.15421
C  -8.63953  -1.12771  -1.97529
C  -7.71130  -0.90229  -3.15197
C  -6.24642  -0.67804  -2.69662
N  -5.87479  -1.88176  -1.88657
O  -4.49117  -1.96210  -1.59848
C  -5.47119  -0.72770  -4.02735
C  -5.99548  0.71226  -2.04097
C  -6.10946  -3.64932  -0.33902
H  -7.01255  -1.76707  1.36864
H  -6.96296  -0.35849  0.39683
H  -5.42946  -1.16147  0.71222
H  -8.29332  -3.26043  -1.81482
H  -8.66893  -2.71308  -0.25732
H  -8.78904  -0.23361  -1.38102
H  -9.66556  -1.35152  -2.33402
H  -8.01226  -0.05550  -3.71234
H  -7.85740  -1.81063  -3.86428
H  -5.31630  -1.74958  -4.25017
H  -6.00366  -0.22648  -4.79759
H  -4.46277  -0.26098  -3.97153
H  -6.19776  1.53077  -2.75062
H  -6.57235  0.85794  -1.09236
H  -4.92947  0.83643  -1.80229
H  -5.09617  -3.55497  -0.02305
H  -6.24099  -4.24731  -1.21116
H  -6.80566  -3.93771  0.47283
H  -4.23636  -1.47005  -0.82449
C  2.38580  1.22297  -5.55616
C  1.82495  -0.19277  -5.67607
C  2.32085  -0.99295  -4.45336
C  1.57830  -2.22547  -4.02418
C  0.09035  -1.87266  -3.92815
C  -0.48434  -1.20901  -5.22264
N  0.39440  0.03883  -5.53459
O  -0.20347  0.68750  -6.65965
C  -0.37989  -2.24495  -6.38441
C  -1.93966  -0.68617  -5.10205
C  2.28417  -0.80317  -6.95755
H  2.03474  1.96407  -6.32452
H  3.53669  1.11372  -5.61948
H  2.15605  1.58643  -4.57811
H  3.35354  -1.32000  -4.63483
H  2.36759  -0.33841  -3.62330
H  1.90160  -2.52474  -2.99393
H  1.76203  -3.01414  -4.72355
H  0.02528  -1.19094  -3.12077
H  -0.53716  -2.71513  -3.72299
H  -0.11248  -1.87628  -7.38841
H  0.28996  -3.05113  -6.25695
H  -1.36758  -2.68743  -6.38281
H  -2.64607  -1.35569  -4.58853
H  -1.96607  0.24110  -4.44926
H  -2.23200  -0.32712  -6.09515
H  3.33117  -0.61792  -6.97533
H  1.85127  -0.20320  -7.84433
H  2.02349  -1.85160  -7.05539
H  -0.37324  0.02808  -7.33309
C  -1.31227  -6.74485  1.32688
C  -2.11664  -6.73416  -0.01795
C  -2.48525  -5.20202  -0.20551
C  -2.84942  -4.80977  -1.67974
C  -1.92151  -5.37202  -2.77045
C  -1.64569  -6.93708  -2.58701
N  -1.15064  -7.03090  -1.14785
O  -0.65385  -8.36969  -0.95003
C  -2.91084  -7.68848  -3.01058
C  -0.43598  -7.29587  -3.50366
C  -3.36241  -7.63621  -0.01437
H  -1.80487  -6.07158  1.98659
H  -0.23131  -6.44288  1.18366
H  -1.26238  -7.69919  1.83731
H  -3.33120  -4.86725  0.44213
H  -1.54132  -4.70519  0.07804
H  -2.88368  -3.68880  -1.71630
H  -3.86910  -5.06740  -1.74845
H  -1.01814  -4.81377  -2.68173
H  -2.33400  -5.24460  -3.83233
H  -2.94406  -8.68718  -2.66854
H  -3.74304  -7.19766  -2.62105
H  -3.05965  -7.75129  -4.07080
H  0.52531  -7.05566  -3.00825
H  -0.50266  -8.38851  -3.75336
H  -0.46245  -6.70359  -4.42694
H  -3.61824  -7.89639  0.96808
H  -3.17952  -8.63173  -0.48356
H  -4.15412  -7.24651  -0.59833
H  -1.43448  -8.90310  -0.55142
C  3.45193  3.53778  0.16569
C  2.80131  2.24173  0.56649
O  3.62127  1.25710  1.16186
O  3.63738  4.45896  1.23682
H  2.87141  3.99580  -0.63711
H  4.44193  3.41546  -0.25585
H  2.38180  1.81752  -0.35416
H  1.90637  2.52818  1.15733
H  4.29776  1.67666  1.70480
H  2.83844  4.48697  1.77981
C  5.81305  -0.32721  -2.48162
C  5.14787  -1.08121  -1.39322
O  3.80026  -0.60856  -1.04366
O  7.02973  -0.93758  -2.87634
H  6.09707  0.62748  -1.88653
H  5.17896  -0.05994  -3.34928
H  5.82584  -1.01000  -0.55699
H  5.01508  -2.13886  -1.55920
H  3.96435  -0.03816  -0.29368
H  7.64156  -0.19386  -3.06882
C  1.07512  1.80112  7.22994
C  -0.21188  2.22225  6.58367
O  -0.41305  1.66953  5.26505
O  1.19545  0.44949  7.51439
H  1.06299  2.38287  8.23269
H  1.93347  2.17696  6.67764
H  -0.15508  3.28698  6.40596
H  -1.11550  2.01276  7.12314
H  -0.49818  0.65272  5.24703
H  0.94819  -0.10275  6.75223
C  2.15733  -1.72948  4.88853
C  3.15957  -2.44705  5.83496
O  2.69587  -3.75510  6.06242
O  0.83119  -1.65160  5.46336
H  2.15424  -2.30237  3.92879
H  2.45318  -0.67041  4.78392
H  3.27290  -1.90244  6.73822
H  4.15627  -2.34977  5.36930
H  3.20242  -4.15940  6.80420
H  0.44152  -2.55016  5.21406
C  -2.98125  2.47572  1.28719
C  -3.31771  1.09889  1.68775
O  -3.59973  0.19179  0.58142
O  -2.39493  3.08786  2.39170
H  -3.89951  2.95342  1.00667
H  -2.30981  2.47705  0.43542
H  -4.13729  1.04176  2.37594
H  -2.34079  0.64922  2.12273
H  -2.68554  -0.13311  0.27465
H  -2.50335  4.04853  2.46590
C  -0.96892  -4.91110  4.83145
C  -0.09469  -5.54101  5.92323
O  1.09896  -6.07871  5.40160
O  -0.23279  -3.90781  4.12653
H  -1.88270  -4.49473  5.27464
H  -1.25710  -5.66351  4.09571
H  -0.55818  -6.31294  6.45943
H  0.16891  -4.67285  6.53592
H  1.68233  -5.35425  5.12402
H  -0.76189  -3.78374  3.29090
C  3.02789  -7.31230  2.59678
C  3.28960  -5.75042  2.22431
O  2.56316  -4.92746  3.09126
O  3.64017  -7.62804  3.86260
H  3.55741  -7.81634  1.82489
H  1.99222  -7.51547  2.62024
H  3.12885  -5.49454  1.14361
H  4.34991  -5.62690  2.39959
H  1.64549  -5.06224  2.88411
H  2.99107  -7.24218  4.49727
C  0.65227  -2.76620  -0.05916
C  0.05814  -1.80874  0.99017
C  -0.02344  -0.42217  0.37795
O  -1.14947  -0.47264  -0.55429
C  -1.20475  0.58369  -1.48292
N  -1.22026  -2.25421  1.54398
H  0.92724  -3.69994  0.43488
H  1.55055  -2.30979  -0.46669
H  0.03179  -2.90471  -0.93967
H  0.78728  -1.74587  1.78739
H  0.88939  -0.13579  -0.14591
H  -0.21178  0.36927  1.03286
H  -2.20924  0.48822  -2.02043
H  -0.28919  0.50886  -2.15439
H  -1.16226  1.48465  -0.89354
H  -1.86286  -2.55511  0.85382
H  -1.63855  -1.44289  2.02063

Atomic forces in eV per Å
-0.19 -2.36 -1.56
-0.37 0.14 -0.99
0.57 1.16 0.68
0.99 -0.86 2.12
-0.22 1.54 -0.20
2.95 -1.16 0.11
-0.91 -0.23 1.28
-0.03 0.56 -0.27
0.81 -0.41 2.20
-0.15 2.02 -2.75
-0.37 -0.71 0.65
0.02 0.44 -0.27
-0.22 0.51 0.72
-0.05 0.79 0.51
0.38 0.04 0.21
-0.70 0.08 0.02
-2.02 0.27 -1.18
0.02 0.16 -0.44
0.61 -0.29 -1.31
0.69 -0.41 0.28
-0.05 0.30 -0.34
-0.68 -0.28 -0.89
-0.14 0.23 -0.72
-0.81 -0.69 1.73
-0.74 0.13 -0.08
0.03 -1.42 -0.14
0.13 0.92 -0.03
-0.38 0.25 0.29
0.45 -0.48 0.28
0.12 0.00 0.13
-1.08 -0.67 0.30
-0.43 0.81 1.89
-0.40 -0.08 2.37
2.46 0.67 -2.26
0.04 -1.03 0.82
-1.32 1.21 -0.09
-0.77 -0.09 -0.27
0.96 1.55 0.71
0.19 -1.41 -1.96
0.47 0.30 -1.03
1.94 -0.48 0.65
0.23 -0.31 0.31
-0.29 -0.45 0.08
0.85 1.01 -0.95
-0.12 -0.14 -0.15
0.18 -1.26 -0.85
-1.22 -0.31 -0.32
0.05 -0.53 0.55
0.55 0.12 -0.32
-0.39 0.43 0.10
0.68 0.58 0.14
-0.24 -0.18 0.67
-0.31 0.60 0.26
0.05 0.51 0.39
0.40 -0.41 0.34
0.11 -0.21 0.18
-0.19 -1.24 -0.89
-0.42 1.56 -0.18
-1.02 0.04 -0.10
-0.67 -0.17 -0.15
0.29 -1.33 -0.16
0.52 0.57 -1.05
0.62 -1.08 0.00
-1.30 0.58 0.63
0.90 0.53 1.55
0.09 1.12 0.35
-2.54 0.62 0.79
0.64 -0.78 0.68
1.82 -1.18 -1.48
-0.04 -2.18 1.56
-1.83 0.10 1.89
-0.19 -0.02 0.75
-0.17 0.88 -0.25
0.38 0.06 -0.03
-0.35 0.08 0.43
0.36 0.15 -0.70
0.97 0.27 -0.40
-0.18 -0.94 0.22
-0.31 0.04 -0.38
-0.02 -0.42 -0.68
-1.19 0.18 0.27
-0.15 1.90 -0.12
0.08 -0.07 0.13
0.62 0.61 -0.39
-0.63 0.13 -0.55
0.77 -0.03 -0.26
0.90 0.32 -1.09
-0.17 0.58 -0.47
0.22 -0.63 -0.50
-0.11 -0.12 -0.66
0.47 -1.21 -0.39
-0.11 -0.39 -1.38
-0.62 -0.45 -0.23
-0.78 -1.28 0.71
-0.15 -1.82 0.42
0.20 -0.13 -0.64
-0.07 0.85 -0.12
0.30 -0.33 -1.44
1.55 0.68 1.47
-0.26 -0.20 0.53
-2.15 1.50 1.16
0.27 -0.13 0.27
-0.39 0.95 -0.29
-0.38 0.10 0.42
0.81 0.72 0.25
-0.23 0.97 -0.30
0.39 0.24 0.35
0.51 -0.06 0.09
-0.33 1.01 -0.57
0.82 1.36 1.16
0.05 -1.13 -0.59
-0.56 0.39 -0.72
-0.62 -0.20 0.17
-0.29 -0.34 0.18
0.43 0.06 -0.98
-0.21 -0.31 0.13
0.60 -0.37 0.34
0.14 -0.68 -0.48
0.72 -0.60 -0.19
-0.29 1.02 0.77
2.47 -0.02 -0.97
-0.41 0.87 0.43
0.89 -0.32 -0.53
-1.11 0.27 0.69
0.05 0.33 -1.55
1.74 0.72 -0.28
-2.61 -1.65 0.98
0.76 0.55 0.57
-1.32 0.73 -0.01
0.76 1.25 1.07
-1.21 0.90 -1.86
0.31 -0.98 0.60
-1.60 0.53 0.02
-0.20 0.41 0.58
0.02 0.41 -0.18
0.01 0.87 0.96
0.02 0.05 -0.97
0.08 -0.78 -0.25
-0.46 0.76 0.85
-0.36 -0.70 0.29
-0.57 0.26 0.35
0.95 -0.75 0.67
-0.28 -0.32 -0.62
0.34 -0.25 -0.70
0.33 -0.87 -0.65
-0.52 -0.47 0.33
1.02 -0.37 -0.34
0.58 -1.04 1.21
0.31 -0.07 -0.12
0.08 -0.48 -0.45
1.02 -0.70 -1.18
0.56 1.48 -0.59
0.72 -0.50 -1.06
0.82 0.99 1.03
-1.45 -1.39 -0.31
0.93 2.19 -0.04
-0.85 -0.82 -0.21
-1.76 -0.76 1.02
1.21 0.12 0.11
-0.31 -0.71 0.44
1.77 -1.09 -0.89
-0.33 0.69 0.64
-1.28 -0.05 -0.12
-0.15 -0.44 -0.10
0.76 -0.45 -0.18
-0.50 0.15 0.03
0.18 -0.89 -0.12
-1.34 -0.58 -0.78
1.05 0.15 -0.17
0.42 0.06 1.48
0.19 -1.24 0.49
-1.55 0.79 0.60
0.35 0.27 -0.74
-0.58 -0.31 -0.13
0.42 0.99 0.16
-0.25 -0.22 0.09
-0.84 0.05 1.48
0.11 0.53 0.22
-0.95 0.64 -0.16
1.76 1.06 -1.05
0.29 0.50 -0.06
-0.72 0.08 -0.65
-0.80 0.01 -0.47
0.23 -0.22 0.30
-0.36 0.08 0.04
0.32 -0.39 -0.08
0.15 -0.19 0.07
0.36 -0.39 0.31
0.84 0.20 0.51
0.07 0.01 -0.16
0.52 2.79 0.53
-1.68 -1.19 0.67
1.71 -0.26 -0.79
0.52 0.57 -0.17
-0.61 -0.76 -1.52
0.13 -0.26 0.46
0.03 -0.03 0.63
0.15 -0.43 -0.57
-0.44 0.61 0.66
-0.51 -0.99 0.09
-0.44 1.47 1.96
-0.02 -0.56 -1.69
0.14 -2.06 -0.43
-0.07 -0.84 0.09
0.27 -1.01 -1.30
0.11 0.08 -0.36
-0.04 0.40 -0.01
-0.22 -0.18 0.93
0.27 2.34 0.52
0.10 0.06 0.14
0.12 -0.07 0.79
-0.29 0.93 -1.46
0.70 -0.75 0.77
0.15 -1.83 -0.93
-0.12 0.65 0.52
0.17 -0.65 -0.34
-0.34 0.59 1.18
-0.19 -0.65 -0.21
-0.58 0.46 -0.87
0.14 1.57 0.45
-0.33 0.65 -0.43
2.40 -3.23 -0.39
1.40 0.29 -0.09
-0.05 -0.33 0.82
-0.55 0.65 -0.40
0.14 -0.01 -0.31
-0.29 0.00 0.49
-1.60 0.89 0.22
-1.49 0.51 0.21
0.10 0.13 -0.35
-0.14 -0.95 0.04
1.10 2.33 -1.47
0.28 -0.40 -0.36
-0.88 -0.25 -0.79
0.11 0.03 0.04
-0.12 -0.24 0.11
-0.98 -0.84 0.79
-0.06 -0.27 0.66
-0.08 0.09 0.08
0.94 0.61 0.76
2.05 2.82 0.05
-0.16 -2.20 -0.10
0.51 0.63 0.16
-1.51 0.80 -0.22
0.20 -1.03 -0.52
-1.25 -0.40 -0.17
-0.24 -0.45 0.72
0.24 0.33 0.27
-0.84 0.12 0.07
0.84 -0.49 -0.22
0.05 0.30 0.50
0.37 0.07 -0.95
-0.81 -0.82 -2.08
0.35 -0.89 0.69
0.30 -0.54 -0.88
0.72 0.64 1.53
-0.14 -0.16 -0.34
0.37 0.01 0.23
-0.52 -0.30 0.15
0.15 -0.02 0.45
0.17 -0.30 -0.26
-0.45 1.23 1.64
1.59 0.20 0.50
-1.36 0.45 0.43
-0.02 0.89 -0.32
-0.56 -0.20 -0.98
0.02 -0.69 -0.11

Summary:
* HOMO energy: -8.21 eV
* orbital gap: 8.72 eV
* molecular weight: 1467.2 g mol⁻¹
* lowest unoccupied orbital energy: 0.0186 Ha